Run i
Computed, not measured: an isolated molecule of H3PS2, with ωB97M-V/def2-TZVPD.

Cartesian coordinates (Å):
P 1.04397 0.50119 0.22684
S -0.78936 0.25535 -0.84824
S -1.78492 -1.25926 0.56115
H 1.60556 1.36605 -0.82907
H 1.74161 -0.72357 -0.43900
H -1.81685 -0.13975 1.32831

Results
Orbital gap, Ha: 0.312
Total charge: 0
SMILES: PSS
LUMO level, eV: -0.619

Let us look at the natural (NBO) charges, expressed in e, one per atom: 0.184, -0.202, -0.130, 0.000, 0.001, 0.148

=====

Run ii
Computed, not measured: a cluster of 3 separate species, H3PS2 in total, with ωB97M-V/def2-TZVPD.

Cartesian coordinates (Å):
P -2.30711 -1.83572 -0.04030
S 0.22673 0.16069 -0.09472
S -1.57071 -0.10610 0.51954
H -1.19040 -2.02544 -0.95202
H 2.76732 2.13033 0.38260
H 2.07416 1.67624 0.18491

Results
Orbital gap (alpha / beta), Ha: 0.253 / 0.261
Total charge: 0
LUMO level (alpha / beta), eV: -1.969 / -1.876

Let us look at the natural (NBO) charges, expressed in e, one per atom: 0.192, -0.313, 0.150, -0.014, -0.003, -0.012

=====

Which structure is the most stable? The one labeled run i.

=====

Run i
Computed, not measured: a cluster of 3 separate species, C2H9NS in total, with ωB97M-V/def2-TZVPD.

Cartesian coordinates (Å):
H 4.39979 1.67201 -0.16864
H 5.12199 1.48017 -0.17406
C 0.98267 -0.62430 0.52541
C -0.01931 -1.32841 -0.31651
S -0.76338 -0.42219 1.02011
H 1.50418 0.29266 0.29603
H 1.48322 -1.22903 1.26624
H -0.13933 -0.93736 -1.33632
H 0.04936 -2.40670 -0.32404
N -0.69392 1.92407 -1.81259
H -0.36262 1.44826 -0.98881
H -0.02617 2.58364 -2.17367
H -1.48071 2.50536 -1.54947

Results
Orbital gap, Ha: 0.364
Total charge: 0
SMILES: [H][H].C1CS1.N
LUMO level, eV: 0.951

Let us look at the natural (NBO) charges, expressed in e, one per atom: -0.006, 0.006, -0.475, -0.521, 0.100, 0.223, 0.220, 0.235, 0.224, -1.078, 0.360, 0.354, 0.358

=====

Run ii
Computed, not measured: a cluster of 3 separate species, C2H9NS in total, with ωB97M-V/def2-TZVPD.

Cartesian coordinates (Å):
H -1.17661 2.28146 -1.08738
H -1.27220 2.04316 -0.38405
C 0.68248 -0.21318 1.39765
C 1.49370 0.52582 0.39330
S 1.58243 -1.24860 0.23475
H -0.34517 0.12548 1.52471
H 1.11994 -0.29633 2.38497
H 1.01467 0.97126 -0.45838
H 2.22998 1.23019 0.78558
N -1.52749 -1.17079 -1.34252
H -0.58493 -0.81810 -1.44080
H -1.72582 -1.29581 -0.34912
H -1.49098 -2.13456 -1.65872

Results
Orbital gap, Ha: 0.363
Total charge: 0
SMILES: [H][H].C1CS1.N
LUMO level, eV: 0.895

Let us look at the natural (NBO) charges, expressed in e, one per atom: 0.009, -0.010, -0.518, -0.512, 0.153, 0.224, 0.218, 0.219, 0.221, -1.066, 0.359, 0.350, 0.352

=====

Which structure is the most stable? The one labeled run i.

=====

Run i
Computed, not measured: the ion C6H11N4 with charge +1, with ωB97M-V/def2-TZVPD.

Cartesian coordinates (Å):
C 3.25285 1.24496 -0.19684
N 2.75513 0.10211 0.34323
N 1.90003 -0.67375 0.19276
N 1.34261 -1.68845 0.37524
C -0.01675 -2.10965 0.46063
C -1.02504 -1.15032 -0.21406
C -1.42785 0.23729 0.41447
C -2.76601 0.71306 -0.26303
C -0.44330 1.28695 0.22486
N 0.26673 2.11019 -0.10475
H 2.69706 2.19354 -0.05082
H 4.11700 1.57580 0.22561
H 3.44025 1.41362 -1.31948
H -0.11100 -2.26541 1.46902
H -0.18851 -2.99814 -0.03859
H -0.65350 -0.88713 -1.29642
H -1.97733 -1.83369 -0.07284
H -1.54470 0.21906 1.43110
H -3.69540 0.08212 0.01252
H -2.86614 0.65396 -1.40718
H -3.05613 1.77388 -0.18546

Results
Orbital gap, Ha: 0.350
Total charge: +1
SMILES: CN=[N+]=NCC[C@H](C)C#N
LUMO level, eV: -5.548

Let us look at the natural (NBO) charges, expressed in e, one per atom: -0.526, 0.005, 0.399, -0.031, -0.253, -0.392, -0.347, -0.631, 0.289, -0.334, 0.311, 0.262, 0.260, 0.244, 0.250, 0.246, 0.261, 0.251, 0.241, 0.241, 0.255

=====

Run ii
Computed, not measured: the ion C6H11N4 with charge +1, with ωB97M-V/def2-TZVPD.

Cartesian coordinates (Å):
C -4.02514 -1.43215 0.24558
N -3.56500 -0.79534 -0.75281
C -2.76822 0.35304 -0.62699
C -1.67088 0.45009 0.09802
N -0.82377 1.55506 0.22012
C 0.49708 1.63150 0.65992
N 1.53749 1.12617 -0.45509
C 2.43210 0.27788 -0.55443
N 3.31929 -0.39421 -0.21140
C 3.87057 -1.76068 -0.14149
H -3.92113 -1.13832 1.22458
H -4.71081 -2.31793 0.31260
H -3.05051 1.29762 -1.04180
H -1.31405 -0.37028 0.65953
H -1.01726 2.38429 -0.32946
H 0.95003 2.55833 0.91518
H 0.84301 0.91924 1.44757
H 1.24214 1.48902 -1.36095
H 4.65105 -1.60550 0.49560
H 3.18307 -2.36816 0.33789
H 4.34094 -1.85967 -1.14218

Results
Orbital gap, Ha: 0.282
Total charge: +1
SMILES: C=N/C=C/NC[NH+]=C=NC
LUMO level, eV: -3.858

Let us look at the natural (NBO) charges, expressed in e, one per atom: -0.006, -0.395, -0.056, -0.077, -0.582, 0.003, -0.626, 0.697, -0.282, -0.408, 0.139, 0.192, 0.201, 0.193, 0.396, 0.239, 0.211, 0.429, 0.232, 0.237, 0.263

=====

Which structure is the most stable? The one labeled run ii.

=====

Run i
Computed, not measured: a structure of composition C9H11NO3, with ωB97M-V/def2-TZVPD.

Cartesian coordinates (Å):
C 3.95085 -1.27153 0.08069
C 1.60750 -0.69635 -0.08786
C 0.23726 -1.13854 -0.14055
C -0.88642 -0.30436 -0.05204
C -3.36599 -0.53943 0.09573
C -3.72505 0.83837 -0.14582
C -0.71242 1.03264 -0.13422
C 0.59279 1.50811 -0.03113
C 1.70533 0.70832 0.02233
H 4.31761 -1.45351 1.35663
H 4.14908 0.05976 -0.33584
H 4.44721 -2.25342 -0.82406
H 0.05719 -2.18549 -0.03060
H -2.03163 -1.97506 0.05623
H -3.17641 1.35565 -0.93377
H -3.47541 1.50898 0.75495
H -4.76693 0.79644 -0.41142
H -1.51617 1.80531 -0.10204
H 0.68859 2.54572 0.11962
H 2.90383 2.25568 0.55640
N -2.09443 -0.98135 0.10428
O 2.55004 -1.64435 -0.15409
O -4.34893 -1.31720 0.15084
O 2.89250 1.34559 0.08575

Results
Orbital gap, Ha: 0.315
Total charge: 0
LUMO level, eV: 0.357

Let us look at the natural (NBO) charges, expressed in e, one per atom: -0.348, 0.278, -0.261, 0.135, 0.657, -0.713, -0.262, -0.251, 0.250, 0.209, 0.272, 0.212, 0.210, 0.411, 0.226, 0.231, 0.259, 0.222, 0.205, 0.501, -0.578, -0.519, -0.625, -0.720

=====

Run ii
Computed, not measured: an isolated molecule of C9H11NO3, with ωB97M-V/def2-TZVPD.

Cartesian coordinates (Å):
N 2.51903 1.15413 0.73960
C 1.52698 1.75142 -0.08279
C 1.07720 0.66492 -1.22113
C 0.01995 -0.30015 -0.74303
C 0.38346 -1.69977 -0.50441
C -0.57872 -2.57214 -0.02652
C -1.92822 -2.11554 0.20895
O -2.88069 -2.95130 0.66073
C -2.22881 -0.81989 -0.09727
C -1.25687 0.07332 -0.74239
C 0.24817 2.17173 0.58540
O -0.48266 2.98984 0.08799
O 0.03403 1.64535 1.84830
H 2.64289 1.72428 1.61698
H 3.35539 1.06757 0.25095
H 1.91739 2.60889 -0.52624
H 1.97169 0.05769 -1.58095
H 0.61806 1.18477 -2.02607
H 1.37244 -2.01481 -0.70822
H -0.31430 -3.62403 0.11577
H -2.51239 -3.76569 1.04115
H -3.25195 -0.48206 0.00086
H -1.55953 1.07913 -1.14073
H -0.69253 2.17236 2.24306

Results
Orbital gap, Ha: 0.335
Total charge: 0
SMILES: N[C@@H](Cc1ccc(O)cc1)C(=O)O
LUMO level, eV: 0.760

Let us look at the natural (NBO) charges, expressed in e, one per atom: -0.826, -0.146, -0.397, -0.064, -0.166, -0.277, 0.289, -0.668, -0.272, -0.199, 0.803, -0.595, -0.689, 0.370, 0.361, 0.196, 0.211, 0.219, 0.209, 0.207, 0.484, 0.220, 0.234, 0.495

=====

Which structure is the most stable? The one labeled run ii.

=====

Run i
Computed, not measured: an isolated molecule of C2HN3, with ωB97M-V/def2-TZVPD.

Cartesian coordinates (Å):
C 1.77089 0.38722 -0.05280
C 0.06951 -0.84546 0.23888
N 1.31313 -0.74962 -0.14031
N -0.43247 1.25061 0.05610
N -0.86182 0.11455 -0.05866
H -1.85925 -0.15729 -0.04321

Results
Orbital gap, Ha: 0.277
Total charge: 0
LUMO level, eV: -1.451

Let us look at the natural (NBO) charges, expressed in e, one per atom: 0.408, 0.317, -0.636, -0.134, -0.332, 0.378

=====

Run ii
Computed, not measured: a structure of composition C2HN3, with ωB97M-V/def2-TZVPD.

Cartesian coordinates (Å):
C -1.20575 0.59360 0.02419
C -0.24313 -1.01051 -0.00799
N -1.51604 -0.67606 0.02043
N -0.00612 1.15132 -0.00670
N 0.63098 0.00118 -0.04470
H 2.34006 -0.05953 0.01477

Results
Orbital gap (alpha / beta), Ha: 0.274 / 0.302
Total charge: 0
LUMO level (alpha / beta), eV: -2.181 / -2.098

Let us look at the natural (NBO) charges, expressed in e, one per atom: 0.446, 0.399, -0.531, -0.355, -0.351, 0.391

=====

Which structure is the most stable? The one labeled run i.

=====

Run i
Computed, not measured: the ion NO6S with charge -1, with ωB97M-V/def2-TZVPD.

Cartesian coordinates (Å):
O -0.12548 1.43621 1.44170
N 0.60157 0.49855 1.22439
O 1.75122 0.44863 1.61951
O 0.23910 -0.59031 0.57950
S -0.52394 -0.48359 -1.03386
O 0.55664 0.13593 -1.74464
O -1.60808 0.45143 -0.84452
O -0.89104 -1.89685 -1.24208

Results
Orbital gap, Ha: 0.374
Total charge: -1
SMILES: O=[N+]([O-])OS(=O)(=O)[O-]
LUMO level, eV: 4.000

Let us look at the natural (NBO) charges, expressed in e, one per atom: -0.382, 0.729, -0.423, -0.553, 2.504, -0.968, -0.966, -0.941

=====

Run ii
Computed, not measured: the ion NO6S with charge -1, with ωB97M-V/def2-TZVPD.

Cartesian coordinates (Å):
O -2.47597 0.73003 -0.17319
N -1.50563 0.01960 -0.08926
O -1.53836 -1.14927 0.17757
O -0.36487 0.62970 -0.33637
S 1.28181 0.00716 0.05605
O 2.02787 1.22872 -0.03125
O 1.49708 -0.95649 -0.98570
O 1.07808 -0.50945 1.38215

Results
Orbital gap, Ha: 0.379
Total charge: -1
SMILES: O=[N+]([O-])OS(=O)(=O)[O-]
LUMO level, eV: 4.079

Let us look at the natural (NBO) charges, expressed in e, one per atom: -0.432, 0.741, -0.397, -0.556, 2.536, -0.956, -0.965, -0.971

=====

Which structure is the most stable? The one labeled run ii.